{"formula": "C50H42Br6N8O16", "method": "ωB97M-V with the def2-TZVPD basis set", "charge": 0, "elements": ["C", "Br", "Br", "Br", "H", "C", "Br", "Br", "Br", "H", "C", "C", "C", "C", "C", "C", "N", "O", "O", "H", "H", "H", "H", "H", "C", "C", "C", "C", "C", "C", "N", "O", "O", "H", "H", "H", "H", "H", "C", "C", "C", "C", "C", "C", "N", "O", "O", "H", "H", "H", "H", "H", "C", "C", "C", "C", "C", "C", "N", "O", "O", "H", "H", "H", "H", "H", "C", "C", "C", "C", "C", "C", "N", "O", "O", "H", "H", "H", "H", "H", "C", "C", "C", "C", "C", "C", "N", "O", "O", "H", "H", "H", "H", "H", "C", "C", "C", "C", "C", "C", "N", "O", "O", "H", "H", "H", "H", "H", "C", "C", "C", "C", "C", "C", "N", "O", "O", "H", "H", "H", "H", "H"], "xyz": [[4.76, -3.83, -1.53], [6.25, -3.19, -0.41], [3.23, -2.53, -1.58], [4.22, -5.58, -0.85], [5.15, -4.06, -2.52], [1.23, -4.54, -2.54], [0.30, -2.86, -2.90], [2.97, -4.58, -3.49], [0.00, -6.07, -3.05], [1.45, -4.58, -1.48], [-2.38, -0.84, 2.54], [-2.08, 0.25, 1.70], [-1.50, 1.40, 2.13], [-1.11, 1.57, 3.47], [-1.39, 0.42, 4.26], [-2.14, -0.69, 3.90], [-0.51, 2.84, 3.89], [-0.16, 3.64, 2.98], [-0.53, 3.12, 5.10], [-2.71, -1.77, 2.12], [-2.27, 0.05, 0.65], [-1.37, 2.17, 1.38], [-1.11, 0.54, 5.29], [-2.30, -1.43, 4.67], [0.45, 4.61, 1.65], [0.28, 5.92, 2.02], [-0.14, 6.83, 0.98], [-0.44, 6.45, -0.34], [-0.20, 5.15, -0.59], [0.32, 4.23, 0.34], [-1.06, 7.32, -1.34], [-1.16, 8.48, -1.14], [-1.52, 6.69, -2.34], [0.58, 3.90, 2.45], [0.45, 6.08, 3.07], [-0.30, 7.85, 1.31], [-0.50, 4.61, -1.48], [0.57, 3.19, 0.16], [-2.68, 4.13, -0.80], [-3.69, 5.06, -0.75], [-4.12, 5.40, 0.53], [-3.56, 4.87, 1.71], [-2.42, 4.13, 1.55], [-2.06, 3.60, 0.32], [-4.04, 5.21, 3.03], [-3.28, 5.24, 4.02], [-5.18, 5.56, 3.08], [-2.38, 3.81, -1.78], [-4.19, 5.53, -1.59], [-4.97, 6.05, 0.58], [-2.03, 3.74, 2.47], [-1.31, 2.84, 0.26], [2.28, -0.89, -2.82], [3.15, -1.41, -3.76], [2.73, -1.45, -5.09], [1.51, -0.87, -5.53], [0.65, -0.29, -4.55], [1.01, -0.40, -3.15], [1.12, -0.89, -6.96], [-0.02, -0.41, -7.29], [2.06, -1.16, -7.81], [2.50, -0.89, -1.76], [4.07, -1.89, -3.44], [3.43, -1.81, -5.83], [-0.34, 0.00, -4.85], [0.33, -0.09, -2.37], [-0.43, -8.21, -0.56], [-1.48, -7.37, -0.50], [-1.33, -6.01, -0.19], [-0.09, -5.56, 0.06], [1.06, -6.39, 0.11], [0.85, -7.72, -0.19], [-0.11, -4.06, 0.31], [1.01, -3.59, 0.56], [-1.11, -3.43, 0.31], [-0.59, -9.28, -0.64], [-2.49, -7.73, -0.58], [-2.27, -5.48, -0.18], [1.91, -5.87, 0.53], [1.66, -8.43, -0.05], [1.84, -2.23, 0.00], [0.73, -1.76, -0.64], [0.39, -0.46, -0.58], [1.16, 0.46, 0.15], [2.31, -0.03, 0.86], [2.61, -1.37, 0.80], [0.76, 1.87, 0.30], [-0.41, 2.14, 0.42], [1.60, 2.74, 0.42], [2.09, -3.28, -0.01], [-0.02, -2.37, -1.12], [-0.60, -0.20, -0.94], [2.88, 0.67, 1.46], [3.42, -1.84, 1.34], [3.09, 3.91, 4.51], [3.89, 4.02, 3.36], [4.35, 2.99, 2.61], [3.85, 1.75, 2.83], [2.88, 1.53, 3.85], [2.51, 2.60, 4.64], [4.28, 0.66, 1.97], [5.07, 0.97, 1.09], [3.92, -0.46, 2.21], [2.76, 4.78, 5.06], [4.26, 5.00, 3.11], [5.06, 3.26, 1.84], [2.49, 0.54, 4.04], [1.76, 2.61, 5.41], [-2.03, -2.99, -2.78], [-1.82, -2.95, -1.44], [-2.96, -3.00, -0.64], [-4.29, -3.09, -1.20], [-4.41, -3.14, -2.58], [-3.29, -3.05, -3.39], [-5.45, -3.19, -0.29], [-5.20, -3.59, 0.84], [-6.61, -2.96, -0.69], [-1.17, -3.07, -3.42], [-0.78, -2.82, -1.16], [-2.89, -2.94, 0.43], [-5.35, -3.12, -3.11], [-3.20, -2.92, -4.46]]}

=====

{"formula": "C50H42Cl3N3O5PS3Tl", "method": "ωB97M-V with the def2-TZVPD basis set", "charge": -2, "elements": ["Tl", "O", "C", "C", "C", "N", "C", "C", "C", "O", "O", "C", "O", "O", "H", "H", "H", "Cl", "C", "Cl", "H", "H", "Cl", "C", "C", "C", "C", "C", "C", "P", "C", "C", "C", "C", "C", "C", "C", "C", "C", "C", "C", "C", "H", "H", "H", "H", "H", "H", "H", "H", "H", "H", "H", "H", "H", "H", "S", "C", "N", "C", "C", "N", "C", "C", "C", "C", "C", "C", "C", "C", "S", "C", "C", "C", "C", "C", "C", "C", "H", "H", "H", "H", "H", "H", "H", "H", "H", "H", "H", "H", "H", "H", "H", "H", "H", "H", "S", "C", "C", "C", "C", "C", "C", "H", "H", "H", "H", "H"], "xyz": [[1.24, -1.65, -0.28], [6.44, 0.95, 2.89], [5.55, 0.25, 2.11], [4.86, -0.85, 2.59], [3.97, -1.49, 1.75], [3.76, -1.08, 0.50], [4.44, -0.06, 0.03], [5.36, 0.65, 0.79], [4.17, 0.35, -1.41], [4.95, 1.15, -1.94], [3.11, -0.16, -1.86], [3.22, -2.76, 2.23], [3.61, -3.21, 3.33], [2.32, -3.20, 1.47], [6.44, 0.54, 3.76], [4.98, -1.24, 3.60], [5.89, 1.49, 0.36], [-3.28, -0.93, -1.52], [-2.92, 0.78, -1.29], [-1.24, 1.07, -0.85], [-3.55, 1.16, -0.48], [-3.11, 1.30, -2.22], [1.75, 2.46, -0.31], [2.34, 2.95, -1.89], [3.15, 4.08, -1.93], [3.66, 4.51, -3.14], [3.37, 3.80, -4.29], [2.58, 2.67, -4.23], [2.03, 2.22, -3.03], [0.96, 0.71, -2.88], [-0.63, 1.49, -3.48], [-0.95, 2.84, -3.29], [-2.22, 3.33, -3.57], [-3.21, 2.49, -4.03], [-2.92, 1.14, -4.21], [-1.66, 0.65, -3.93], [1.37, -0.24, -4.42], [2.04, -1.46, -4.27], [2.37, -2.23, -5.38], [2.02, -1.80, -6.66], [1.33, -0.61, -6.82], [1.01, 0.16, -5.70], [3.37, 4.60, -1.01], [4.30, 5.39, -3.17], [3.78, 4.12, -5.25], [2.40, 2.10, -5.13], [-0.19, 3.52, -2.92], [-2.43, 4.38, -3.41], [-4.21, 2.87, -4.24], [-3.69, 0.45, -4.56], [-1.46, -0.41, -4.05], [2.30, -1.81, -3.28], [2.88, -3.17, -5.25], [2.27, -2.40, -7.52], [1.02, -0.28, -7.80], [0.45, 1.08, -5.84], [1.13, 0.41, 2.18], [-0.46, 0.80, 2.30], [-0.89, 2.08, 2.41], [-2.30, 2.43, 2.32], [-3.12, 1.37, 3.00], [-2.83, 0.09, 2.37], [-3.91, -0.87, 2.23], [-4.01, -1.92, 3.33], [-4.13, -3.26, 3.00], [-4.24, -4.23, 3.99], [-4.23, -3.85, 5.33], [-4.11, -2.51, 5.67], [-4.01, -1.55, 4.67], [-1.53, -0.30, 2.22], [-1.13, -1.84, 1.91], [0.03, 3.21, 2.59], [0.11, 3.61, 4.04], [-0.66, 4.65, 4.54], [-0.64, 4.96, 5.90], [0.15, 4.23, 6.77], [0.93, 3.19, 6.27], [0.91, 2.88, 4.92], [-2.60, 2.51, 1.27], [-2.46, 3.39, 2.81], [-4.18, 1.59, 2.90], [-2.86, 1.36, 4.07], [-3.80, -1.37, 1.27], [-4.84, -0.29, 2.22], [-4.09, -3.56, 1.96], [-4.31, -5.27, 3.72], [-4.31, -4.61, 6.10], [-4.09, -2.21, 6.71], [-3.91, -0.51, 4.94], [-0.34, 4.04, 1.98], [1.00, 2.90, 2.21], [-1.27, 5.23, 3.87], [-1.25, 5.78, 6.27], [0.17, 4.48, 7.82], [1.56, 2.62, 6.95], [1.51, 2.06, 4.54], [-0.29, -3.16, -2.71], [-0.61, -4.86, -2.41], [0.39, -5.84, -2.55], [0.13, -7.19, -2.32], [-1.14, -7.62, -1.95], [-2.14, -6.66, -1.81], [-1.88, -5.32, -2.03], [1.38, -5.52, -2.84], [0.93, -7.91, -2.44], [-1.34, -8.67, -1.76], [-3.14, -6.98, -1.53], [-2.67, -4.59, -1.92]]}

=====

{"formula": "C50H43GeIN3O3S3V", "method": "ωB97M-V with the def2-TZVPD basis set", "multiplicity": 2, "s2": 0.932, "charge": 1, "elements": ["V", "S", "C", "C", "C", "C", "C", "C", "N", "C", "C", "C", "C", "C", "C", "C", "C", "N", "C", "C", "C", "C", "C", "S", "C", "H", "H", "H", "H", "H", "H", "H", "H", "H", "H", "H", "H", "I", "C", "C", "C", "C", "C", "N", "H", "H", "H", "H", "O", "S", "C", "C", "C", "C", "H", "H", "H", "H", "H", "H", "H", "H", "O", "C", "O", "C", "C", "Ge", "C", "C", "C", "C", "C", "C", "C", "C", "C", "C", "C", "C", "C", "C", "C", "C", "C", "C", "H", "H", "H", "H", "H", "H", "H", "H", "H", "H", "H", "H", "H", "H", "H", "H", "H", "H", "H"], "xyz": [[-0.89, -1.30, -0.76], [-4.14, -4.17, 4.88], [-3.94, -3.42, 6.39], [-3.25, -2.25, 6.31], [-2.86, -1.94, 4.99], [-3.28, -2.89, 4.09], [-3.06, -2.93, 2.67], [-1.92, -2.29, 2.09], [-1.65, -2.32, 0.82], [-2.55, -3.03, -0.04], [-3.76, -3.68, 0.52], [-4.35, -4.54, -0.53], [-3.81, -4.45, -2.69], [-2.82, -3.52, -3.29], [-2.49, -3.22, -4.56], [-1.37, -2.35, -4.82], [-0.61, -1.93, -3.76], [-0.83, -2.27, -2.47], [-2.01, -2.98, -2.19], [-1.07, -1.96, -6.20], [-1.62, -2.46, -7.35], [-1.09, -1.86, -8.52], [-0.15, -0.92, -8.24], [0.10, -0.74, -6.56], [-3.97, -3.65, 1.85], [-4.34, -3.89, 7.27], [-3.02, -1.62, 7.16], [-2.33, -1.06, 4.71], [-1.21, -1.73, 2.69], [-4.99, -5.32, -0.13], [-4.18, -5.20, -3.39], [-3.04, -3.64, -5.39], [0.24, -1.26, -3.89], [-2.37, -3.23, -7.38], [-1.39, -2.12, -9.52], [0.42, -0.32, -8.93], [-4.80, -4.17, 2.30], [-0.10, -4.93, -0.64], [-1.98, -4.06, -1.07], [-3.15, -5.01, -1.40], [-4.95, -3.84, -1.81], [-5.06, -2.35, -1.76], [-4.05, -1.54, -1.47], [-2.75, -2.05, -1.18], [-2.89, -6.07, -1.36], [-5.92, -4.26, -2.06], [-6.02, -1.90, -1.98], [-4.15, -0.47, -1.45], [1.88, -0.05, -1.70], [2.23, -1.56, -1.38], [3.37, -1.91, -2.72], [4.45, -2.75, -2.04], [4.83, -1.97, -0.78], [3.52, -1.53, -0.11], [3.76, -0.96, -3.08], [2.83, -2.42, -3.52], [5.30, -2.90, -2.71], [4.06, -3.73, -1.78], [5.42, -1.10, -1.04], [5.42, -2.58, -0.09], [3.52, -0.52, 0.28], [3.17, -2.20, 0.67], [0.66, -0.48, 0.21], [0.70, 0.42, -0.79], [-0.47, 0.29, -1.50], [1.06, 1.87, -0.50], [2.24, 2.05, 0.45], [2.07, 3.63, 1.61], [3.43, 3.52, 3.01], [3.28, 4.26, 4.18], [4.22, 4.20, 5.19], [5.34, 3.38, 5.05], [5.50, 2.64, 3.89], [4.55, 2.72, 2.88], [2.21, 5.31, 0.63], [2.98, 6.36, 1.14], [3.04, 7.58, 0.48], [2.32, 7.77, -0.69], [1.56, 6.74, -1.20], [1.50, 5.52, -0.55], [0.31, 3.47, 2.45], [0.16, 2.56, 3.50], [-1.07, 2.35, 4.08], [-2.19, 3.04, 3.61], [-2.05, 3.94, 2.57], [-0.81, 4.15, 2.00], [0.14, 2.34, -0.15], [1.29, 2.31, -1.47], [3.18, 2.10, -0.10], [2.30, 1.20, 1.14], [2.41, 4.89, 4.32], [4.09, 4.78, 6.10], [6.08, 3.33, 5.83], [6.37, 2.01, 3.77], [4.70, 2.14, 1.98], [3.55, 6.21, 2.05], [3.64, 8.37, 0.89], [2.37, 8.72, -1.19], [1.00, 6.89, -2.12], [0.90, 4.73, -0.97], [1.03, 2.04, 3.89], [-1.15, 1.67, 4.91], [-3.16, 2.89, 4.07], [-2.91, 4.49, 2.21], [-0.71, 4.88, 1.21]]}

=====

{"formula": "C50H46BF4MoN3P2SSiTe", "method": "ωB97M-V with the def2-TZVPD basis set", "multiplicity": 3, "s2": 2.031, "charge": 2, "elements": ["Mo", "C", "Si", "C", "C", "C", "C", "C", "C", "P", "C", "C", "C", "C", "C", "C", "C", "C", "C", "C", "C", "C", "C", "C", "C", "C", "C", "C", "P", "C", "C", "C", "C", "C", "C", "C", "C", "C", "C", "C", "C", "H", "H", "H", "H", "H", "H", "H", "H", "H", "H", "H", "H", "H", "H", "H", "H", "H", "H", "H", "H", "H", "H", "H", "H", "H", "H", "H", "H", "H", "H", "H", "F", "B", "F", "F", "F", "N", "C", "H", "C", "Te", "C", "C", "C", "C", "C", "C", "C", "H", "H", "H", "H", "H", "H", "H", "H", "C", "N", "C", "C", "N", "C", "S", "H", "H", "H", "H", "H", "H"], "xyz": [[-0.53, -0.39, -0.66], [-3.03, 0.67, -3.33], [-1.52, 1.24, -2.41], [-1.90, 2.79, -1.42], [-2.55, 3.86, -2.06], [-2.92, 5.00, -1.37], [-2.65, 5.10, -0.01], [-2.01, 4.07, 0.64], [-1.62, 2.93, -0.06], [-0.88, 1.56, 0.88], [0.53, 2.29, 1.78], [1.18, 1.58, 2.80], [2.21, 2.17, 3.52], [2.63, 3.45, 3.21], [2.04, 4.14, 2.16], [1.00, 3.56, 1.44], [-2.19, 1.28, 2.14], [-3.52, 1.38, 1.73], [-4.56, 1.10, 2.61], [-4.28, 0.73, 3.92], [-2.96, 0.66, 4.35], [-1.92, 0.94, 3.47], [-0.21, 1.67, -3.67], [-0.51, 2.51, -4.76], [0.45, 2.85, -5.68], [1.75, 2.36, -5.55], [2.07, 1.52, -4.50], [1.08, 1.17, -3.57], [1.47, 0.05, -2.21], [3.03, 0.79, -1.65], [4.27, 0.25, -1.97], [5.43, 0.95, -1.65], [5.35, 2.18, -1.01], [4.11, 2.71, -0.68], [2.96, 2.02, -1.00], [1.88, -1.53, -2.98], [2.40, -2.57, -2.22], [2.59, -3.83, -2.78], [2.23, -4.05, -4.10], [1.71, -3.02, -4.87], [1.53, -1.76, -4.31], [-3.04, 1.09, -4.33], [-3.95, 0.98, -2.82], [-3.03, -0.42, -3.43], [-2.78, 3.79, -3.12], [-3.43, 5.80, -1.89], [-2.95, 5.99, 0.54], [-1.82, 4.15, 1.71], [0.88, 0.57, 3.02], [2.67, 1.62, 4.33], [3.42, 3.92, 3.79], [2.38, 5.13, 1.89], [0.54, 4.11, 0.63], [-3.76, 1.70, 0.73], [-5.58, 1.19, 2.28], [-5.09, 0.52, 4.61], [-2.73, 0.39, 5.37], [-0.91, 0.90, 3.84], [-1.52, 2.89, -4.88], [0.20, 3.50, -6.51], [2.51, 2.64, -6.27], [3.07, 1.13, -4.41], [4.34, -0.71, -2.48], [6.40, 0.54, -1.91], [6.26, 2.73, -0.78], [4.05, 3.67, -0.18], [1.99, 2.44, -0.75], [2.66, -2.41, -1.18], [2.98, -4.63, -2.18], [2.35, -5.04, -4.53], [1.43, -3.20, -5.90], [1.10, -0.98, -4.91], [-0.83, -3.99, -2.39], [-1.58, -2.95, -2.88], [-2.82, -2.88, -2.21], [-1.69, -2.89, -4.23], [-0.86, -1.68, -2.45], [-3.74, -0.67, -0.67], [-2.59, -0.59, -0.60], [-4.67, -1.04, -0.80], [-1.36, -2.52, 2.51], [-1.14, -2.96, 0.43], [-3.13, -3.68, 0.68], [-3.15, -4.18, 2.10], [-4.04, -5.17, 2.52], [-4.04, -5.58, 3.84], [-3.15, -5.01, 4.75], [-2.27, -4.03, 4.34], [-2.27, -3.60, 3.01], [-1.82, -1.53, 2.61], [-0.39, -2.51, 2.99], [-3.30, -4.46, -0.06], [-3.84, -2.87, 0.50], [-4.72, -5.62, 1.80], [-4.72, -6.35, 4.16], [-3.15, -5.34, 5.78], [-1.57, -3.59, 5.04], [2.46, -2.17, 3.76], [3.22, -1.24, 2.92], [4.45, -0.68, 3.25], [4.79, 0.14, 2.25], [3.78, 0.07, 1.32], [2.82, -0.77, 1.73], [1.38, -1.32, 0.96], [3.07, -2.44, 4.61], [2.20, -3.06, 3.19], [1.54, -1.69, 4.11], [4.96, -0.93, 4.17], [5.67, 0.75, 2.10], [3.72, 0.60, 0.46]]}

=====

Sequential relative energy (zero: lowest compared OMol25 entry of this formula, charge and spin) output: 4595.19, 175.58, 47.48, 76.10 kJ/mol
Sequential DFT total energy output: -517396.1961, -151298.2536, -185962.2157, -115047.9142 eV